ORCA calculation (ωB97M-V/def2-TZVPD) on C24H59N4O4 as an isolated structure at a distorted geometry.

Element x y z (Å)
C: -0.52 -1.53 -0.75
C: 0.94 -1.14 -0.88
C: 1.58 -1.23 -2.26
C: 1.04 -2.16 -3.32
C: 1.59 -3.60 -3.32
C: 2.19 -4.24 -2.05
C: 3.71 -4.00 -1.78
C: 4.05 -3.52 -0.33
C: 4.81 -2.19 -0.10
C: 4.27 -1.50 1.22
N: 3.46 -0.35 1.06
C: 4.21 0.76 0.65
C: 3.38 2.01 0.81
O: 2.35 2.05 -0.19
H: -1.20 -0.74 -1.04
H: -0.72 -1.71 0.30
H: -0.76 -2.46 -1.25
H: 1.52 -1.70 -0.17
H: 1.04 -0.11 -0.60
H: 2.62 -1.45 -2.15
H: 1.53 -0.23 -2.67
H: 1.38 -1.72 -4.25
H: -0.04 -2.19 -3.40
H: 0.78 -4.27 -3.61
H: 2.33 -3.66 -4.10
H: 1.65 -4.04 -1.14
H: 2.08 -5.30 -2.23
H: 4.22 -4.94 -1.88
H: 4.12 -3.37 -2.56
H: 3.15 -3.51 0.26
H: 4.69 -4.30 0.08
H: 5.87 -2.39 -0.02
H: 4.61 -1.56 -0.95
H: 5.16 -1.27 1.85
H: 3.70 -2.25 1.76
H: 5.16 0.86 1.21
H: 4.49 0.74 -0.44
H: 2.87 1.98 1.76
H: 4.00 2.91 0.76
H: 2.82 2.03 -1.03
C: -0.30 1.61 3.02
C: 1.01 1.22 2.33
C: 2.26 1.54 3.15
O: 2.63 2.91 3.17
C: 1.93 3.71 4.11
N: 1.04 1.82 1.00
H: -0.48 2.68 2.98
H: -1.14 1.12 2.53
H: -0.30 1.30 4.07
H: 0.99 0.13 2.19
H: 3.10 1.02 2.70
H: 2.17 1.17 4.18
H: 1.70 3.15 5.02
H: 1.01 4.11 3.68
H: 2.58 4.55 4.37
H: 1.87 1.47 0.50
H: 1.23 2.82 1.12
C: -6.38 -2.09 -1.58
C: -5.92 -0.64 -1.47
C: -4.43 -0.48 -1.17
O: -4.06 -0.73 0.17
C: -3.86 -2.09 0.50
N: -6.76 0.05 -0.48
H: -6.46 -2.57 -0.61
H: -7.36 -2.14 -2.05
H: -5.69 -2.67 -2.19
H: -6.10 -0.16 -2.44
H: -4.15 0.56 -1.35
H: -3.82 -1.09 -1.85
H: -3.44 -2.65 -0.34
H: -4.79 -2.56 0.84
H: -3.16 -2.12 1.33
H: -6.53 1.04 -0.48
H: -6.47 -0.27 0.44
C: -1.47 2.61 1.44
C: -1.35 2.08 0.02
C: -1.57 3.15 -1.06
O: -2.92 3.52 -1.28
C: -3.42 4.49 -0.38
N: -2.27 0.95 -0.14
H: -2.51 2.78 1.74
H: -1.05 1.89 2.14
H: -0.92 3.55 1.56
H: -0.33 1.71 -0.10
H: -1.23 2.73 -2.01
H: -0.95 4.03 -0.86
H: -2.65 5.20 -0.08
H: -3.85 4.02 0.52
H: -4.23 5.02 -0.88
H: -2.12 0.52 -1.05
H: -3.22 1.32 -0.19

Computed properties:
- Net charge: -1
- Energy above the lowest of the compared OMol25 structures with the same formula, charge and spin: 1435.95 kJ/mol
- E_tot: -1469.15686 Eh

***

ORCA calculation (ωB97M-V/def2-TZVPD) on C4H9NOS in the gas phase at a distorted geometry.

Element x y z (Å)
C: -1.26 0.15 0.46
C: 0.15 -0.27 -0.08
C: 0.69 1.12 -0.31
S: 0.39 2.62 0.82
N: -0.15 -1.26 -1.11
C: -0.23 -2.66 -0.88
O: 0.05 -3.16 0.25
H: -1.40 0.49 1.59
H: -2.12 -0.63 0.40
H: -1.54 0.84 -0.36
H: 0.75 -0.67 0.70
H: 1.70 0.98 0.07
H: 0.53 1.62 -1.33
H: 1.14 3.46 0.17
H: -0.18 -0.78 -2.01
H: -0.68 -3.23 -1.68

Computed properties:
- Net charge: 0
- Energy above the lowest of the compared OMol25 structures with the same formula, charge and spin: 293.84 kJ/mol
- SMILES string: C[C@H](CS)NC=O
- E_tot: -685.90703 Eh

***

ORCA calculation (ωB97M-V/def2-TZVPD) on a 6-piece molecular cluster, C22H60N4O7 overall at a distorted geometry.

Element x y z (Å)
C: 9.74 22.51 -7.81
O: 10.31 23.50 -8.61
C: 9.48 23.88 -9.68
C: 10.23 24.84 -10.60
C: 9.57 24.86 -11.97
N: 11.64 24.50 -10.77
H: 8.73 22.79 -7.48
H: 10.36 22.38 -6.92
H: 9.67 21.51 -8.27
H: 9.04 23.00 -10.17
H: 8.61 24.42 -9.26
H: 10.15 25.83 -10.16
H: 9.31 23.86 -12.30
H: 10.20 25.40 -12.68
H: 8.65 25.45 -11.95
H: 11.75 23.77 -11.47
H: 12.00 24.09 -9.91
C: 15.36 16.51 0.22
O: 14.66 17.55 0.81
C: 13.76 18.22 -0.05
C: 12.55 17.38 -0.41
C: 11.55 18.19 -1.25
N: 11.92 16.97 0.87
H: 14.91 15.53 0.43
H: 16.39 16.50 0.61
H: 15.44 16.61 -0.87
H: 13.51 19.18 0.39
H: 14.28 18.39 -1.01
H: 12.87 16.50 -0.98
H: 11.20 17.56 -2.07
H: 11.88 19.18 -1.57
H: 10.66 18.35 -0.64
H: 11.26 16.21 0.78
H: 12.66 16.65 1.49
C: 5.14 20.34 -6.69
O: 4.97 19.99 -5.35
C: 5.28 18.62 -5.04
C: 4.15 18.04 -4.25
C: 4.53 16.67 -3.71
N: 2.89 17.94 -4.99
H: 6.19 20.48 -6.95
H: 4.58 21.26 -6.86
H: 4.67 19.59 -7.35
H: 5.46 18.04 -5.95
H: 6.15 18.62 -4.38
H: 3.97 18.71 -3.41
H: 3.82 16.35 -2.95
H: 5.53 16.67 -3.27
H: 4.54 15.93 -4.52
H: 2.92 17.14 -5.61
H: 2.75 18.78 -5.54
C: 6.75 22.77 -3.91
O: 8.12 23.02 -3.95
C: 8.50 23.97 -2.99
C: 9.98 24.29 -3.11
N: 10.75 23.07 -3.27
C: 12.17 23.26 -3.52
C: 12.78 21.92 -3.79
O: 12.33 21.42 -5.04
C: 13.21 21.72 -6.10
H: 6.44 21.99 -3.21
H: 6.34 22.50 -4.89
H: 6.22 23.70 -3.63
H: 8.31 23.62 -1.96
H: 7.94 24.90 -3.15
H: 10.33 24.81 -2.22
H: 10.16 24.91 -4.01
H: 10.31 22.40 -3.88
H: 12.59 23.73 -2.62
H: 12.33 23.91 -4.40
H: 12.49 21.23 -2.99
H: 13.88 21.92 -3.69
H: 14.21 21.29 -5.96
H: 13.28 22.80 -6.28
H: 12.80 21.28 -7.01
C: 9.89 17.77 -10.59
C: 9.57 16.82 -9.45
O: 8.87 17.61 -8.45
H: 9.00 18.13 -11.10
H: 10.50 17.25 -11.34
H: 10.44 18.64 -10.23
H: 10.50 16.42 -9.05
H: 8.85 16.07 -9.78
H: 8.49 17.02 -7.80
C: 9.31 20.08 -4.73
C: 10.26 19.15 -5.42
O: 11.36 18.84 -4.61
H: 9.67 21.12 -4.78
H: 9.21 19.88 -3.66
H: 8.33 20.16 -5.20
H: 10.65 19.60 -6.34
H: 9.77 18.22 -5.71
H: 11.73 19.68 -4.32

Computed properties:
- Net charge: 0
- Energy above the lowest of the compared OMol25 structures with the same formula, charge and spin: 95.28 kJ/mol
- SMILES string: COC[C@H](C)N.COC[C@H](C)N.COC[C@H](C)N.COCCNCCOC.CCO.CCO
- E_tot: -1619.76379 Eh

***

ORCA calculation (ωB97M-V/def2-TZVPD) on a 2-piece molecular cluster, C3H8N2 overall at a distorted geometry.

Element x y z (Å)
C: 1.85 -2.90 -0.69
C: 2.20 -1.71 -1.21
N: 3.39 -1.06 -0.79
H: 2.39 -3.30 0.17
H: 1.00 -3.42 -1.08
H: 1.96 -1.54 -2.26
H: 3.52 -1.24 0.19
H: 3.36 -0.06 -0.95
C: -3.70 3.20 1.04
N: -4.56 2.38 1.48
H: -3.76 3.72 0.06
H: -2.75 3.28 1.62
H: -4.89 2.65 2.41

Computed properties:
- Net charge: 0
- Energy above the lowest of the compared OMol25 structures with the same formula, charge and spin: 405.50 kJ/mol
- SMILES string: C=CN.C=N
- E_tot: -228.49421 Eh

***

ORCA calculation (ωB97M-V/def2-TZVPD) on C31H30AsCaN6O6S4 as an isolated structure.

Element x y z (Å)
Ca: -0.25 1.18 0.36
N: 3.57 -1.43 1.12
C: 2.26 -1.07 1.00
S: 1.66 -0.77 -0.59
N: 1.60 -1.06 2.15
N: 0.32 -0.65 2.01
C: -0.45 -0.77 3.02
C: -1.83 -0.30 2.92
C: -2.75 -0.56 3.94
C: -4.05 -0.13 3.80
C: -4.42 0.54 2.64
C: -3.45 0.77 1.68
N: -2.19 0.37 1.82
H: 4.15 -1.17 0.33
H: 3.97 -1.27 2.03
H: -0.10 -1.21 3.95
H: -2.42 -1.09 4.83
H: -4.78 -0.32 4.58
H: -5.43 0.88 2.48
H: -3.68 1.29 0.76
S: -3.84 -2.19 -0.71
C: -2.32 -2.25 -1.37
N: -1.48 -3.28 -1.25
C: -0.29 -3.36 -2.09
C: -0.58 -2.74 -3.43
N: -1.04 -1.37 -3.24
C: -0.59 -0.36 -4.20
C: 0.74 0.28 -3.84
C: 1.93 -0.38 -4.14
C: 3.15 0.18 -3.80
C: 3.19 1.41 -3.16
C: 2.01 2.09 -2.89
C: 0.79 1.53 -3.23
C: -1.82 -1.07 -2.20
S: -2.27 0.49 -1.83
C: -1.77 -4.41 -0.39
C: -0.54 -4.90 0.33
C: 0.27 -3.99 1.01
C: 1.40 -4.43 1.69
C: 1.72 -5.78 1.71
C: 0.92 -6.69 1.03
C: -0.20 -6.25 0.34
H: -0.04 -4.42 -2.21
H: 0.56 -2.86 -1.61
H: -1.32 -3.32 -3.99
H: 0.35 -2.70 -4.01
H: -1.36 0.40 -4.28
H: -0.50 -0.88 -5.16
H: 1.91 -1.33 -4.66
H: 4.07 -0.35 -4.02
H: 4.14 1.84 -2.87
H: 2.01 3.06 -2.40
H: -0.12 2.08 -3.02
H: -2.21 -5.22 -0.98
H: -2.53 -4.09 0.32
H: 0.04 -2.93 0.99
H: 2.01 -3.70 2.20
H: 2.60 -6.12 2.24
H: 1.17 -7.74 1.04
H: -0.83 -6.96 -0.19
O: -2.06 5.54 -0.78
As: -0.59 4.53 -0.69
O: 0.28 4.74 -2.05
O: -1.24 3.05 -0.30
C: 0.27 5.39 0.84
C: 0.02 6.76 0.92
C: 0.59 7.54 1.91
C: 1.43 6.96 2.85
C: 1.69 5.60 2.79
C: 1.12 4.82 1.79
S: 1.52 3.07 1.85
O: 0.34 2.40 2.41
O: 2.71 2.98 2.66
O: 1.69 2.64 0.46
H: -2.78 4.96 -0.50
H: -0.64 7.22 0.19
H: 0.38 8.61 1.95
H: 1.88 7.56 3.63
H: 2.35 5.13 3.50

Computed properties:
- Net charge: -1
- Energy above the lowest of the compared OMol25 structures with the same formula, charge and spin: 3.40 kJ/mol
- E_tot: -6485.72993 Eh